Here is C21H22ClN3OS as an isolated structure at a distorted geometry from OMol25. Energies are from ωB97M-V/def2-TZVPD.

Its spin multiplicity is 1. The gap between HOMO and LUMO comes out at 6.663 eV. The HOMO energy comes out at -0.2874 Eh. For the electronic energy, the calculation gives -1910.74340 Eh. The net charge is 0. Its largest force on an atom is 17.7 eV Å⁻¹.

Geometry (Å):
C: -6.50 -0.80 2.17
N: -6.22 0.28 1.15
C: -6.60 -0.01 -0.22
H: -7.69 -0.59 -0.18
H: -6.03 -0.99 -0.79
H: -6.88 0.69 -0.77
C: -5.09 0.66 1.37
C: -4.84 2.13 0.34
H: -4.24 2.80 0.96
C: -4.15 1.91 -0.93
N: -2.90 1.64 -0.82
C: -2.61 0.28 -1.33
O: -3.28 -0.76 -1.86
C: -1.07 -0.11 -0.95
C: -0.82 -1.56 -0.88
C: 0.41 -2.00 -0.40
C: 1.57 -1.21 -0.49
C: 1.22 0.25 -0.72
C: 0.07 0.82 -1.08
H: -0.25 1.80 -1.13
H: 2.03 0.99 -0.92
C: 2.78 -1.36 -0.15
N: 3.90 -0.54 -0.23
C: 5.02 -1.24 0.14
C: 4.96 -2.47 -0.11
S: 3.41 -3.12 -0.03
H: 5.73 -3.56 0.33
C: 6.35 -0.35 -0.01
C: 7.48 -1.13 0.38
C: 8.74 -0.36 0.39
C: 8.62 1.16 0.08
C: 7.36 1.63 -0.24
C: 6.28 0.91 -0.15
H: 5.27 1.20 -0.38
H: 7.30 2.65 -0.26
Cl: 10.09 2.22 0.23
H: 9.69 -0.77 0.34
H: 7.64 -2.14 0.68
H: 0.67 -2.96 -0.33
H: -1.74 -2.12 -0.67
H: -2.09 1.90 -0.15
H: -4.30 3.00 -1.19
H: -4.84 1.20 -1.51
H: -5.84 2.45 0.39
H: -4.87 1.00 2.19
H: -4.14 -0.03 0.80
H: -6.24 -0.57 3.13
H: -7.47 -1.26 2.10
H: -5.90 -1.58 1.75

***

Here is one molecule with the formula C21H22F6N4O4 at a distorted geometry from OMol25. Energies are from ωB97M-V/def2-TZVPD.

Its spin multiplicity is 1. The gap between HOMO and LUMO comes out at 8.681 eV. The HOMO energy comes out at -0.3105 Eh. For the electronic energy, the calculation gives -1932.71442 Eh. The net charge is 0. As for the SMILES: COCCn1c(-c2ccc(OC(F)(F)[C@@H](F)C(F)(F)F)cc2)nc2c1c(=O)[nH]c(=O)n2CC(C)C. Its largest force on an atom is 1.5 eV Å⁻¹.

Geometry (Å):
C: 2.50 2.86 1.74
O: 2.46 3.06 0.35
C: 3.50 2.46 -0.39
C: 3.08 1.13 -1.03
N: 2.80 0.12 -0.04
C: 1.60 -0.26 0.47
C: 0.30 0.15 -0.04
C: -0.67 0.58 0.86
C: -1.91 0.96 0.41
C: -2.20 0.91 -0.95
O: -3.50 1.35 -1.29
C: -3.95 1.25 -2.54
F: -3.89 -0.01 -3.03
F: -3.23 2.00 -3.42
C: -5.42 1.76 -2.56
F: -6.00 1.42 -3.74
C: -6.23 1.16 -1.40
F: -7.54 1.32 -1.61
F: -5.95 1.79 -0.26
F: -6.00 -0.13 -1.21
C: -1.26 0.46 -1.86
C: -0.01 0.08 -1.40
N: 1.74 -1.07 1.51
C: 3.06 -1.22 1.69
C: 3.76 -0.48 0.74
C: 5.19 -0.42 0.73
O: 5.92 0.19 -0.03
N: 5.71 -1.18 1.77
C: 5.05 -1.92 2.74
O: 5.67 -2.48 3.62
N: 3.68 -1.97 2.64
C: 2.91 -2.76 3.58
C: 2.62 -4.19 3.08
C: 3.90 -4.98 2.86
C: 1.76 -4.18 1.82
H: 1.69 3.46 2.15
H: 2.33 1.81 2.02
H: 3.45 3.19 2.16
H: 4.39 2.31 0.24
H: 3.75 3.15 -1.19
H: 2.19 1.30 -1.63
H: 3.91 0.78 -1.66
H: -0.44 0.60 1.91
H: -2.68 1.31 1.09
H: -5.42 2.86 -2.48
H: -1.48 0.40 -2.91
H: 0.70 -0.31 -2.11
H: 6.72 -1.18 1.86
H: 1.97 -2.23 3.75
H: 3.49 -2.81 4.51
H: 2.04 -4.67 3.89
H: 4.54 -4.94 3.74
H: 3.67 -6.02 2.65
H: 4.46 -4.58 2.02
H: 2.33 -3.80 0.97
H: 1.45 -5.19 1.58
H: 0.88 -3.56 1.94

***

- The lowest electronic energy belongs to which entry?
  C21H22F6N4O4